1.
Entry from the Open Molecules 2025 dataset: an isolated molecule of C5H8N2S at a distorted geometry (wB97M-V/def2-TZVPD).

SMILES: NCC1=CC=NSC1
Total charge: 0
E_tot: -19128.7075 eV

Cartesian coordinates (Å):
1 C -0.334 0.858 1.352
2 C 0.217 0.025 0.175
3 C -0.562 -0.867 -0.485
4 C -0.154 -1.552 -1.696
5 C 1.709 0.136 -0.035
6 H -2.364 0.592 1.005
7 H -1.739 1.915 0.377
8 H -0.214 0.278 2.252
9 H 0.258 1.777 1.357
10 H -1.573 -1.140 -0.176
11 H -0.940 -2.162 -2.166
12 H 2.107 1.131 0.064
13 H 2.191 -0.485 0.743
14 N -1.741 1.362 1.233
15 N 0.945 -1.408 -2.314
16 S 2.193 -0.459 -1.686

***

2.
Entry from the Open Molecules 2025 dataset: a structure of composition C4H10O at a distorted geometry (wB97M-V/def2-TZVPD).

Expectation value of S²: 0.755
Multiplicity: 2
Total charge: -1
E_tot: -6353.8880 eV

Cartesian coordinates (Å):
1 C 0.955 1.258 1.004
2 C 0.556 0.578 -0.267
3 C -0.710 -0.152 -0.430
4 C -1.124 -0.540 -1.811
5 H 2.027 1.493 0.972
6 H 0.777 0.550 1.815
7 H 0.416 2.197 1.178
8 H 1.067 0.813 -1.201
9 H -1.339 -0.317 0.425
10 H -0.412 -1.220 -2.286
11 H -1.209 0.331 -2.489
12 H -2.090 -1.040 -1.800
13 H 0.502 -0.653 -0.057
14 H 0.491 -1.943 2.802
15 O 0.093 -1.355 2.145

***

3.
Entry from the Open Molecules 2025 dataset: a cluster of 10 separate species, C20H30N10 in total at a distorted geometry (wB97M-V/def2-TZVPD).

SMILES: CC#N.CC#N.CC#N.CC#N.CC#N.CC#N.CC#N.CC#N.CC#N.CC#N
Total charge: 0
E_tot: -36124.0645 eV

Cartesian coordinates (Å):
1 C 1.909 1.740 3.615
2 C 0.591 2.325 3.391
3 N -0.324 2.932 3.029
4 H 1.891 0.821 4.167
5 H 2.651 2.434 4.068
6 H 2.308 1.606 2.639
7 C -0.281 1.383 -5.779
8 C -0.240 2.227 -4.562
9 N -0.254 2.946 -3.671
10 H -1.191 1.297 -6.244
11 H 0.181 0.423 -5.601
12 H 0.403 1.936 -6.537
13 C 3.088 3.109 -2.827
14 C 3.250 1.671 -3.027
15 N 3.341 0.559 -3.175
16 H 4.100 3.647 -2.836
17 H 2.706 3.251 -1.814
18 H 2.450 3.680 -3.528
19 C -3.107 -2.219 4.724
20 C -4.152 -1.196 4.762
21 N -5.095 -0.535 4.814
22 H -2.346 -1.986 5.429
23 H -2.808 -2.327 3.684
24 H -3.524 -3.197 5.051
25 C 4.058 -0.654 0.277
26 C 4.152 -2.064 0.554
27 N 4.160 -3.163 0.869
28 H 3.604 -0.221 1.193
29 H 3.371 -0.472 -0.526
30 H 4.994 -0.218 -0.006
31 C 1.042 -3.265 1.948
32 C 0.477 -2.082 1.306
33 N 0.007 -1.132 0.837
34 H 0.325 -4.075 1.862
35 H 1.274 -3.054 3.025
36 H 1.949 -3.603 1.371
37 C -0.323 2.757 -0.102
38 C 1.021 2.247 0.144
39 N 2.164 2.040 0.249
40 H -1.042 2.016 0.218
41 H -0.405 3.081 -1.144
42 H -0.563 3.601 0.573
43 C -5.567 1.817 1.972
44 C -4.459 1.572 1.065
45 N -3.617 1.419 0.285
46 H -5.814 0.913 2.508
47 H -6.430 2.105 1.374
48 H -5.323 2.540 2.743
49 C -3.033 -2.496 -0.152
50 C -2.625 -3.526 0.826
51 N -2.143 -4.186 1.634
52 H -3.805 -2.789 -0.795
53 H -2.073 -2.008 -0.568
54 H -3.462 -1.679 0.416
55 C 2.221 -2.188 -3.504
56 C 1.941 -1.633 -4.886
57 N 1.583 -1.337 -5.934
58 H 2.043 -3.209 -3.458
59 H 1.534 -1.560 -2.868
60 H 3.213 -2.017 -3.082

***

4.
Entry from the Open Molecules 2025 dataset: a cluster of 10 separate species, C34H74Cl14NO2P in total at a distorted geometry (wB97M-V/def2-TZVPD).

Expectation value of S²: 0.764
Multiplicity: 2
Total charge: +1
E_tot: -226635.7995 eV

Cartesian coordinates (Å):
1 C -3.232 -1.982 2.406
2 C -2.607 -1.618 3.806
3 C -1.354 -0.770 3.727
4 C -1.611 0.640 3.233
5 P -0.194 1.855 3.280
6 C 0.023 2.198 5.151
7 C 0.532 1.103 6.091
8 C 1.450 1.606 7.225
9 C 1.776 0.374 8.127
10 C -0.549 3.383 2.530
11 C -1.554 4.295 3.252
12 C -1.823 5.705 2.680
13 C -2.699 5.720 1.415
14 C 1.402 1.026 2.731
15 C 2.659 1.922 2.872
16 C 3.855 1.418 1.962
17 C 5.102 2.266 2.161
18 H -3.502 -1.109 1.812
19 H -4.082 -2.661 2.468
20 H -2.448 -2.484 1.838
21 H -2.434 -2.525 4.385
22 H -3.374 -1.335 4.526
23 H -0.654 -1.304 3.085
24 H -0.950 -0.592 4.724
25 H -2.487 1.066 3.721
26 H -1.797 0.523 2.165
27 H -0.884 2.580 5.619
28 H 0.704 3.048 5.200
29 H 1.166 0.358 5.610
30 H -0.361 0.586 6.443
31 H 0.879 2.361 7.765
32 H 2.335 2.116 6.846
33 H 2.417 0.609 8.977
34 H 2.309 -0.427 7.614
35 H 0.854 -0.076 8.496
36 H -0.925 3.205 1.522
37 H 0.298 4.023 2.284
38 H -1.163 4.470 4.254
39 H -2.556 3.898 3.417
40 H -0.888 6.267 2.692
41 H -2.364 6.294 3.420
42 H -3.596 5.110 1.516
43 H -2.137 5.289 0.587
44 H -2.950 6.723 1.070
45 H 1.301 0.789 1.672
46 H 1.547 0.083 3.259
47 H 3.086 1.962 3.874
48 H 2.402 2.960 2.661
49 H 3.610 1.492 0.902
50 H 4.248 0.421 2.160
51 H 5.386 2.363 3.208
52 H 5.015 3.317 1.885
53 H 5.957 1.829 1.645
54 C 3.231 0.422 -3.520
55 C 2.907 0.086 -5.030
56 C 2.371 -1.376 -5.323
57 C 1.077 -1.547 -4.607
58 N 0.259 -2.831 -4.967
59 C -0.106 -3.004 -6.457
60 C -1.282 -2.129 -6.684
61 C -2.176 -2.597 -5.497
62 C -1.168 -2.843 -4.325
63 C 1.073 -4.063 -4.495
64 H 4.002 -0.195 -3.059
65 H 2.360 0.527 -2.874
66 H 3.567 1.459 -3.532
67 H 3.802 0.332 -5.601
68 H 2.178 0.828 -5.355
69 H 3.139 -2.116 -5.097
70 H 2.115 -1.377 -6.382
71 H 0.380 -0.767 -4.912
72 H 1.151 -1.426 -3.526
73 H -0.312 -4.071 -6.545
74 H 0.734 -2.843 -7.132
75 H -1.724 -2.226 -7.676
76 H -1.187 -1.047 -6.600
77 H -2.595 -3.565 -5.770
78 H -2.974 -1.921 -5.190
79 H -1.320 -3.832 -3.895
80 H -1.047 -2.051 -3.586
81 H 2.131 -4.073 -4.756
82 H 0.657 -5.040 -4.743
83 H 1.099 -4.007 -3.407
84 O -0.748 1.356 -0.139
85 C -0.642 0.223 -0.985
86 C -0.173 -1.242 -0.424
87 O -0.096 -2.358 -1.336
88 H -0.010 0.533 -1.818
89 H -1.556 0.178 -1.577
90 H -0.646 -1.433 0.539
91 H 0.832 -1.049 -0.051
92 C -1.731 -5.287 -1.143
93 Cl -1.447 -7.016 -0.696
94 Cl -2.845 -5.205 -2.535
95 H -2.123 -4.659 -0.342
96 H -0.778 -4.831 -1.408
97 C -1.349 2.516 -3.574
98 Cl -2.928 3.043 -4.165
99 Cl 0.013 3.272 -4.459
100 H -1.228 2.699 -2.506
101 H -1.310 1.430 -3.666
102 C -3.922 -1.960 -1.650
103 Cl -4.843 -3.121 -0.633
104 Cl -4.859 -1.328 -3.055
105 H -3.651 -1.186 -0.932
106 H -3.063 -2.536 -1.994
107 C 0.989 -3.912 1.493
108 Cl 2.298 -5.000 2.016
109 Cl -0.582 -4.438 2.151
110 H 1.139 -2.870 1.775
111 H 1.072 -3.930 0.406
112 C 3.534 -2.497 -1.211
113 Cl 4.068 -1.066 -0.253
114 Cl 4.785 -2.910 -2.444
115 H 3.447 -3.325 -0.508
116 H 2.604 -2.230 -1.713
117 C 1.984 3.501 -1.049
118 Cl 1.129 5.077 -1.111
119 Cl 3.702 3.603 -1.396
120 H 1.866 3.025 -0.075
121 H 1.414 3.009 -1.838
122 C -4.242 1.748 -0.580
123 Cl -4.765 3.321 -1.231
124 Cl -5.593 0.699 -0.078
125 H -3.745 1.290 -1.435
126 H -3.486 1.783 0.204